No. 1
Density functional theory data (the ωB97M-V functional and the def2-TZVPD basis) for a cluster of 5 separate species, C31H48N2O13 in total at a distorted geometry.

SMILES string: C#CCCCc1cc(OC[C@@H](C)C(C)C)c2nccnc2c1.COC(=O)OC.COC(=O)OC.COC(=O)OC.COC(=O)OC
Frontier orbital gap (eV): 6.99
E (eV): -62503.7362
Largest force on an atom (eV Å⁻¹): 10.0

Each line ends with the Löwdin charge.
Atoms and positions in Å:
C -0.8991 -1.4564 5.0259  0.027
C -1.7759 -1.4416 3.8995  -0.092
C -2.5830 -1.3285 2.4391  -0.201
C -1.5371 -0.6018 1.3569  -0.192
C -1.9929 -1.1303 -0.1274  -0.186
C -0.7656 -1.6743 -1.0750  -0.122
C -0.6021 -0.9417 -2.5558  0.066
C 0.6026 -1.4611 -3.5407  -0.096
O 0.7746 -0.7740 -4.8592  -0.204
C 1.7482 0.3197 -4.5300  -0.156
C 3.1362 0.1721 -5.3891  -0.282
C 2.9963 1.1192 -6.7329  -0.103
C 4.4975 0.6324 -4.6012  -0.368
C 5.3978 -0.6526 -4.0231  -0.109
C 4.2802 1.7607 -3.4323  -0.120
C 1.6830 -2.6738 -3.1610  -0.072
N 2.7391 -2.9748 -4.1862  0.062
C 3.6131 -4.0840 -3.6704  -0.077
C 3.4654 -4.8441 -2.2395  -0.067
N 2.4225 -4.4808 -1.2209  0.029
C 1.5208 -3.3813 -1.7059  -0.142
C 0.3019 -2.8613 -0.7024  0.026
H 0.0850 -1.3394 5.6913  0.053
H -2.8687 -2.4213 2.1074  0.108
H -3.5742 -0.6949 2.5354  0.117
H -1.6454 0.5572 1.5130  0.124
H -0.4549 -0.9302 1.6795  0.096
H -2.8163 -1.9768 -0.0484  0.120
H -2.5048 -0.2068 -0.6687  0.120
H -1.3227 -0.0651 -2.9120  0.120
H 1.1781 1.3242 -4.8271  0.143
H 1.8789 0.3433 -3.3675  0.117
H 3.3187 -0.9354 -5.7935  0.136
H 1.8533 1.3493 -6.9185  0.077
H 3.3874 0.5129 -7.6606  0.087
H 3.5502 2.1359 -6.5498  0.085
H 5.2009 1.1378 -5.4227  0.130
H 6.2892 -0.1431 -3.4214  0.085
H 5.8492 -1.2441 -4.9344  0.083
H 4.7674 -1.3582 -3.3347  0.060
H 3.5130 2.5950 -3.7226  0.084
H 5.3314 2.1938 -3.0753  0.092
H 3.8291 1.2156 -2.4760  0.083
H 4.5031 -4.4374 -4.3804  0.112
H 4.2397 -5.7049 -1.9796  0.110
H 0.2375 -3.3815 0.3469  0.096
C 5.6656 0.9999 5.5314  -0.045
O 5.1326 1.0637 4.2101  -0.003
C 3.9648 0.3922 4.0461  -0.572
O 3.3690 -0.2318 4.9102  0.079
O 3.5749 0.5353 2.7543  -0.002
C 2.3514 -0.1240 2.4342  -0.051
H 6.5983 1.5704 5.5475  0.097
H 4.9733 1.4518 6.2492  0.093
H 5.8904 -0.0353 5.8075  0.101
H 1.5266 0.2829 3.0281  0.088
H 2.4437 -1.2043 2.5864  0.103
H 2.1363 0.0571 1.3775  0.094
C -1.8629 5.0887 6.0904  -0.052
O -0.9165 4.3190 5.3515  -0.014
C -0.1358 3.5124 6.1140  -0.560
O -0.1862 3.4062 7.3294  0.108
O 0.7106 2.8447 5.2899  -0.006
C 1.5986 1.9518 5.9594  -0.038
H -2.4321 5.6959 5.3812  0.095
H -2.5617 4.4346 6.6219  0.090
H -1.3533 5.7612 6.7879  0.099
H 1.0383 1.1723 6.4857  0.100
H 2.2468 2.4989 6.6517  0.104
H 2.2285 1.4726 5.2049  0.059
C -5.6994 -0.2066 -6.9128  -0.055
O -4.5367 -0.6817 -7.5884  -0.011
C -3.4066 -0.6599 -6.8374  -0.558
O -3.3220 -0.2801 -5.6800  0.100
O -2.3872 -1.1338 -7.5973  -0.006
C -1.1263 -1.1687 -6.9317  -0.056
H -6.5424 -0.2687 -7.6065  0.093
H -5.9229 -0.8323 -6.0426  0.098
H -5.5736 0.8398 -6.6168  0.097
H -1.1669 -1.8329 -6.0622  0.091
H -0.8175 -0.1607 -6.6365  0.087
H -0.3853 -1.5640 -7.6319  0.100
C -8.3113 -0.6988 4.3155  -0.053
O -6.9781 -0.2130 4.1713  -0.016
C -6.5010 0.4401 5.2609  -0.560
O -7.1056 0.6305 6.3046  0.110
O -5.2348 0.8446 4.9881  -0.019
C -4.6023 1.5512 6.0534  -0.049
H -8.5895 -1.2032 3.3860  0.093
H -8.3712 -1.4251 5.1325  0.099
H -9.0083 0.1291 4.4798  0.099
H -4.5138 0.9149 6.9399  0.103
H -5.1510 2.4692 6.2872  0.097
H -3.5959 1.8262 5.7258  0.089

Atoms 1-6, force components in eV/Å:
-5.2 0.6 -8.5
6.2 0.4 6.8
0.8 0.0 1.3
-0.6 -1.0 1.1
0.4 0.4 -0.6
3.2 -1.4 -2.3

No. 2
Density functional theory data (the ωB97M-V functional and the def2-TZVPD basis) for a cluster of 6 separate species, C17H35NO15S3 in total at a distorted geometry.

SMILES string: O=S1(=O)OCCO1.O=S1(=O)OCCO1.O=S1(=O)OCCO1.CNC(C)=O.C1CCOC1.C1CCOC1
Frontier orbital gap (eV): 9.62
E (eV): -82898.8786
ΔE to the lowest compared entry with this formula, charge and spin (kcal per mole): 69.3
Largest force on an atom (eV Å⁻¹): 4.6

Each line ends with the Löwdin charge.
Atoms and positions in Å:
O -4.6825 -7.1540 12.9968  -0.260
S -5.9166 -7.4782 12.2542  0.722
O -6.0428 -8.7575 11.6099  -0.233
O -7.2142 -7.0642 13.1651  -0.184
C -7.7661 -5.8414 12.7741  -0.181
C -6.8982 -5.2053 11.6849  -0.172
O -6.1213 -6.2612 11.1520  -0.213
H -8.7142 -6.1060 12.3060  0.130
H -7.9601 -5.1632 13.6050  0.138
H -6.2086 -4.4246 12.0059  0.131
H -7.5308 -4.7584 10.9179  0.112
O -6.0531 -3.0010 4.4151  -0.257
S -4.7431 -3.3802 5.0232  0.725
O -4.7082 -3.6208 6.4776  -0.254
O -4.0700 -4.6562 4.1971  -0.164
C -2.9865 -4.1693 3.5148  -0.256
C -2.3803 -3.1653 4.3925  -0.174
O -3.5369 -2.4155 4.6861  -0.184
H -2.3192 -4.9966 3.2730  0.151
H -3.3323 -3.7035 2.5919  0.141
H -1.7712 -2.5164 3.7632  0.149
H -1.8879 -3.6045 5.2602  0.149
O -10.9738 -6.0890 7.7391  -0.235
S -9.7220 -5.5147 8.1901  0.776
O -9.6416 -4.4690 9.2727  -0.287
O -8.5627 -6.6719 8.5911  -0.245
C -7.3545 -6.6940 7.7391  -0.109
C -7.4101 -5.4070 6.9040  -0.119
O -8.8471 -5.2027 6.7995  -0.279
H -6.5648 -6.8059 8.4820  0.121
H -7.4234 -7.6310 7.1865  0.118
H -7.0213 -5.3308 5.8885  0.127
H -7.0445 -4.5980 7.5364  0.114
C -5.0832 -10.2482 7.0612  -0.047
N -5.7839 -10.2850 5.7534  0.018
C -5.7783 -9.2696 4.8961  -0.545
C -6.6673 -9.3908 3.6552  0.001
O -5.0581 -8.2408 5.0286  -0.014
H -4.0108 -10.1576 6.8887  0.083
H -5.2043 -11.1950 7.5874  0.082
H -5.3232 -9.4639 7.7791  0.074
H -6.4430 -11.0164 5.5280  0.132
H -7.0820 -8.4683 3.2486  0.070
H -7.5309 -10.0153 3.8836  0.073
H -6.0287 -9.8595 2.9065  0.086
C -8.8586 -1.6947 6.9485  -0.193
C -8.1415 -0.7808 6.0332  -0.163
C -6.8361 -0.7027 6.8011  -0.223
O -7.2040 -0.5199 8.1372  -0.104
C -8.3268 -1.3811 8.2926  -0.215
H -8.5398 -2.7047 6.6910  0.095
H -9.9453 -1.6171 6.9144  0.128
H -8.5976 0.1936 5.8578  0.118
H -8.0105 -1.1773 5.0264  0.104
H -6.2317 0.1853 6.6162  0.130
H -6.2746 -1.6261 6.6586  0.088
H -9.0737 -0.8773 8.9061  0.123
H -8.1205 -2.3078 8.8281  0.098
C -10.2393 -4.6629 2.2011  -0.162
C -9.6608 -4.7221 3.6088  -0.180
C -9.6131 -6.2327 3.9854  -0.150
O -10.5220 -6.7066 2.9733  -0.145
C -11.3046 -5.7156 2.4093  -0.244
H -9.5234 -4.9044 1.4154  0.121
H -10.7302 -3.6942 2.1080  0.113
H -10.2399 -4.2309 4.3908  0.109
H -8.6787 -4.2493 3.6008  0.097
H -9.9631 -6.3731 5.0081  0.095
H -8.5917 -6.5950 3.8688  0.104
H -12.0352 -5.3541 3.1329  0.122
H -11.8096 -5.9100 1.4631  0.124

Atoms 1-6, force components in eV/Å:
-2.9 -1.0 -1.4
2.3 1.8 0.7
-0.3 1.5 0.8
1.9 -1.5 -0.2
-1.3 0.9 -1.0
0.3 0.6 0.3